Computed, not measured: 2 unconnected molecules or ions with the total composition C4H11NO2, with ωB97M-V/def2-TZVPD.

Element x y z (Å)
N -1.696 -0.202 -0.775
C -0.329 0.114 -0.758
C 0.566 -0.425 0.324
C -0.285 -0.483 1.628
C 1.295 -1.722 -0.086
O -0.081 0.845 -1.727
H -2.033 -1.123 -0.512
H -2.283 0.000 -1.569
H 1.137 0.450 0.389
H -1.299 -0.771 1.329
H 0.073 -1.096 2.389
H -0.571 0.480 2.151
H 2.360 -1.466 -0.071
H 0.880 -2.071 -0.862
H 1.310 -2.384 0.812
H 0.709 2.658 -1.349
H -0.288 3.630 -0.393
O 0.536 3.566 -0.921

**Relative energy (zero: lowest compared OMol25 entry of this formula, charge and spin)**: 189.25 kJ/mol
**HOMO-LUMO gap**: 10.62 eV
**Lowest unoccupied orbital energy**: 0.7 eV
**HOMO**: -9.93 eV
**SMILES**: CC(C)C(N)=O.O

Results of the Löwdin charge analysis, in e, for atoms 1 through 5:
1. N 0.12
2. C -0.45
3. C -0.30
4. C -0.05
5. C 0.00



Computed, not measured: a molecular structure, C20H32Cl2FeN3O3, with ωB97M-V/def2-TZVPD.

Element x y z (Å)
O 5.021 -0.636 -2.046
C 6.045 -1.119 -1.602
C 6.594 -2.479 -1.899
C 5.907 -3.337 -2.769
H 4.978 -2.993 -3.220
C 6.410 -4.608 -3.042
H 5.858 -5.263 -3.716
C 7.610 -5.033 -2.454
H 7.996 -6.028 -2.670
C 8.307 -4.174 -1.588
H 9.243 -4.504 -1.129
C 7.798 -2.905 -1.320
H 8.321 -2.219 -0.654
H 6.691 -0.529 -0.910
C 1.167 -1.663 2.316
C 0.126 -0.654 2.046
H 1.080 -2.086 3.334
H 2.154 -1.178 2.193
H 1.116 -2.458 1.555
C -0.690 -0.058 2.937
C -0.892 -0.391 4.384
H -1.293 0.797 2.647
H -0.233 -1.213 4.720
H -1.954 -0.645 4.557
H -0.697 0.544 4.940
Fe 0.057 -0.187 -0.002
Cl -0.532 -2.120 -0.872
Cl 2.251 0.000 -0.337
H 1.750 -0.721 -4.711
H -0.436 -1.596 -5.615
C 1.323 -0.715 -3.705
C -0.799 -1.603 -4.585
N -0.116 -0.591 -3.814
H 1.750 0.101 -3.124
C -0.828 0.240 -3.033
O -0.342 1.070 -2.256
H -1.866 -1.372 -4.575
H -1.925 0.128 -3.118
H 1.602 -1.661 -3.227
H -0.642 -2.604 -4.172
H -0.307 5.433 1.115
H 1.478 5.780 -0.777
C 0.315 4.605 1.459
C 1.993 4.923 -0.335
N 1.060 4.057 0.348
H -0.312 3.836 1.908
C 0.898 2.787 -0.001
O 0.088 2.035 0.592
H 2.483 4.351 -1.126
H 1.526 2.425 -0.826
H 1.007 5.005 2.203
H 2.749 5.305 0.356
C -5.438 0.354 1.248
C -4.184 1.016 1.836
C -3.036 0.652 1.024
N -2.183 0.356 0.298
H -5.516 0.636 0.194
H -6.350 0.655 1.764
H -5.347 -0.736 1.298
H -4.252 2.122 1.837
H -4.015 0.716 2.890

**Relative energy (zero: lowest compared OMol25 entry of this formula, charge and spin)**: 0.00 kJ/mol
**HOMO-LUMO gap (alpha / beta)**: 7.61 / 8.17 eV
**Lowest unoccupied orbital energy (alpha / beta)**: 0.4 / 0.4 eV
**2S+1**: 6
**HOMO (alpha / beta)**: -7.20 / -7.77 eV

Results of the Löwdin charge analysis, in e, for atoms 1 through 5:
1. O 0.01
2. C -0.21
3. C -0.19
4. C -0.02
5. H 0.12



Computed, not measured: 4 unconnected molecules or ions with the total composition C25H55BFNO6PS3, with ωB97M-V/def2-TZVPD.

Element x y z (Å)
C 1.356 -0.287 0.403
C 2.428 -0.876 -0.526
C 1.962 -1.126 -1.973
C 1.958 -2.586 -2.470
C 1.484 -3.629 -1.461
C 0.024 -3.349 -1.045
C -0.810 -4.617 -0.846
C -2.012 -4.452 0.094
C -3.321 -3.963 -0.548
B -3.328 -2.568 -1.415
N -2.782 -2.678 -2.877
C -2.613 -1.242 -0.691
C -2.642 -1.207 0.818
F -2.708 0.127 1.317
P -5.266 -2.141 -1.641
C -5.378 -0.834 -2.980
C -5.945 -1.286 -0.124
H 1.845 0.363 1.130
H 0.823 -1.045 0.966
H 0.644 0.318 -0.149
H 2.872 -1.751 -0.060
H 3.215 -0.128 -0.562
H 2.659 -0.589 -2.618
H 0.991 -0.672 -2.152
H 1.245 -2.641 -3.293
H 2.933 -2.859 -2.880
H 2.126 -3.689 -0.584
H 1.490 -4.609 -1.941
H -0.430 -2.777 -1.848
H -0.012 -2.773 -0.129
H -0.145 -5.363 -0.395
H -1.115 -5.034 -1.808
H -2.202 -5.446 0.518
H -1.695 -3.843 0.942
H -4.057 -3.881 0.244
H -3.687 -4.769 -1.196
H -2.120 -3.441 -2.984
H -3.546 -2.936 -3.499
H -1.597 -1.048 -1.034
H -3.179 -0.363 -1.014
H -1.699 -1.595 1.207
H -3.463 -1.786 1.237
H -4.369 -0.502 -3.234
H -5.808 -1.259 -3.879
H -5.928 0.042 -2.639
H -5.932 -1.906 0.767
H -5.476 -0.320 0.074
H -6.997 -1.073 -0.323
C 6.587 3.975 -0.823
C 5.080 4.285 -0.863
C 4.356 2.937 -1.005
S 5.409 1.705 -0.234
O 5.864 0.786 -1.247
O 4.800 1.234 0.984
C 6.749 2.821 0.161
H 7.170 4.833 -0.522
H 6.925 3.667 -1.816
H 4.778 4.774 0.061
H 4.828 4.955 -1.685
H 3.393 2.932 -0.501
H 4.229 2.648 -2.046
H 7.693 2.290 0.065
H 6.608 3.156 1.189
C 5.234 9.444 1.688
C 6.687 9.916 1.835
C 7.588 8.798 1.292
S 6.616 7.932 0.054
O 6.375 6.586 0.514
O 7.161 8.180 -1.256
C 5.118 8.884 0.274
H 4.526 10.255 1.854
H 5.023 8.659 2.418
H 6.836 10.826 1.250
H 6.934 10.148 2.869
H 8.490 9.181 0.821
H 7.851 8.079 2.065
H 4.256 8.237 0.127
H 5.123 9.678 -0.472
C -7.074 -6.141 3.536
C -8.213 -5.112 3.497
C -7.712 -3.903 2.695
S -6.487 -4.540 1.541
O -5.208 -3.995 1.908
O -7.013 -4.470 0.209
C -6.549 -6.238 2.107
H -7.414 -7.109 3.904
H -6.280 -5.788 4.199
H -9.080 -5.551 2.999
H -8.525 -4.816 4.498
H -8.507 -3.425 2.128
H -7.217 -3.172 3.331
H -5.557 -6.676 2.033
H -7.247 -6.772 1.462

**HOMO-LUMO gap**: 4.01 eV
**Lowest unoccupied orbital energy**: 1.4 eV
**HOMO**: -2.60 eV
**Net charge**: -1

Results of the Löwdin charge analysis, in e, for atoms 1 through 5:
1. C -0.09
2. C -0.24
3. C -0.19
4. C -0.21
5. C -0.21



Computed, not measured: a molecular structure, C13H20Cl4NiO5S2, with ωB97M-V/def2-TZVPD.

Element x y z (Å)
Ni 0.177 0.551 -0.847
Cl 5.088 -3.929 -0.813
C 3.629 -3.072 -0.466
C 2.768 -3.531 0.519
Cl 3.139 -4.961 1.414
C 1.586 -2.830 0.783
Cl 0.468 -3.378 1.990
C 1.266 -1.680 0.077
O 0.148 -0.987 0.264
C 2.148 -1.204 -0.927
O 1.790 -0.110 -1.574
C 3.314 -1.914 -1.188
Cl 4.360 -1.319 -2.428
C -3.329 -1.578 -3.078
S -2.086 -1.399 -1.803
C -0.784 -2.309 -2.625
O -1.701 0.064 -1.898
H -3.598 -2.631 -3.168
H -2.934 -1.192 -4.017
H -4.197 -1.001 -2.768
H -1.111 -3.339 -2.765
H 0.094 -2.285 -1.983
H -0.568 -1.824 -3.577
C -1.776 3.281 2.879
C -2.549 2.042 2.467
S -1.591 0.796 1.587
O -0.899 1.628 0.507
C -0.343 0.402 2.853
C 0.986 1.101 2.627
H -2.467 4.041 3.244
H -1.238 3.693 2.026
H -1.062 3.070 3.675
H -3.353 2.291 1.772
H -2.995 1.517 3.315
H -0.228 -0.677 2.784
H -0.787 0.657 3.817
H 1.456 0.742 1.713
H 1.651 0.866 3.459
H 0.883 2.182 2.561
C 1.113 3.202 -1.658
O 0.182 2.176 -2.028
H 0.947 3.517 -0.626
H 1.021 4.053 -2.332
H 2.101 2.762 -1.760
H -0.721 2.514 -2.006

**Relative energy (zero: lowest compared OMol25 entry of this formula, charge and spin)**: 0.00 kJ/mol
**HOMO-LUMO gap**: 7.14 eV
**Lowest unoccupied orbital energy**: 0.2 eV
**HOMO**: -6.98 eV

Results of the Löwdin charge analysis, in e, for atoms 1 through 5:
1. Ni 0.51
2. Cl 0.65
3. C -0.71
4. C -0.72
5. Cl 0.65



Computed, not measured: a gas-phase ion, C4H6N3S2 (charge -1), with ωB97M-V/def2-TZVPD.

Element x y z (Å)
C 0.348 -1.151 -0.068
C -0.595 0.760 0.056
C 1.417 -2.136 -0.131
C -0.752 2.234 0.094
N -0.942 -1.314 -0.075
N 0.682 0.153 0.056
N -1.543 -0.131 -0.001
S 2.065 1.028 0.039
S -3.206 0.029 -0.091
H 1.131 -2.871 -0.945
H 2.341 -1.556 -0.393
H 1.403 -2.740 0.810
H -0.189 2.498 1.086
H -0.287 2.720 -0.764
H -1.874 2.477 0.328

**Relative energy (zero: lowest compared OMol25 entry of this formula, charge and spin)**: 10.06 kJ/mol
**HOMO-LUMO gap**: 6.96 eV
**Lowest unoccupied orbital energy**: 3.6 eV
**HOMO**: -3.40 eV
**SMILES**: Cc1n[n+]([S-])c(C)n1[S-]
**Net charge**: -1

Results of the Löwdin charge analysis, in e, for atoms 1 through 5:
1. C -0.46
2. C -0.44
3. C -0.06
4. C -0.10
5. N 0.06